Below is a molecular structure, C40H64Li3O32 in a non-equilibrium geometry, with properties calculated with ωB97M-V with the def2-TZVPD basis set.

Atoms and positions in Å:
Li -2.611 0.279 0.958
Li 4.243 -0.106 -1.909
Li -3.846 0.376 -1.137
C -5.506 -0.026 3.478
C -6.535 0.959 3.798
C -6.728 2.192 2.777
O -7.488 3.132 3.037
C -5.944 2.196 1.603
C -4.887 1.369 1.390
C -4.670 0.215 2.462
O -3.697 -0.581 2.200
O -4.033 1.363 0.445
O -7.324 0.869 4.708
H -5.231 -0.924 3.998
H -6.123 2.989 0.923
C 0.267 0.108 -2.030
C 1.666 0.256 -1.827
C 2.130 0.644 -0.415
O 3.366 0.844 -0.395
C 1.320 0.624 0.633
C -0.080 0.465 0.459
C -0.693 0.302 -0.991
O -1.907 0.142 -1.089
O -0.861 0.332 1.403
O 2.500 0.129 -2.701
H 0.024 -0.094 -3.071
H 1.662 0.800 1.628
C 3.246 -3.452 3.149
C 3.995 -2.279 2.379
C 5.508 -2.416 2.068
O 5.560 -2.662 0.636
C 4.385 -2.348 0.078
O 4.162 -2.233 -1.123
O 3.430 -2.213 1.026
H 2.225 -3.154 3.480
H 3.890 -3.663 4.041
H 3.331 -4.329 2.492
H 3.736 -1.347 2.834
H 5.908 -3.350 2.401
H 6.053 -1.540 2.336
C -0.099 -3.433 1.864
C -0.374 -3.684 0.377
C 0.756 -3.581 -0.668
O 1.104 -4.929 -0.918
C 0.051 -5.740 -0.534
O -0.019 -6.922 -0.755
O -0.835 -5.078 0.213
H -0.058 -2.377 2.027
H 0.846 -3.924 2.081
H -0.859 -3.930 2.460
H -1.250 -3.017 0.160
H 1.655 -3.097 -0.299
H 0.328 -3.009 -1.542
C -0.613 4.205 1.019
C 0.188 5.358 0.478
C 1.668 5.134 0.588
O 1.983 4.592 -0.711
C 1.044 4.847 -1.578
O 1.086 4.514 -2.753
O 0.029 5.473 -0.921
H -0.689 4.297 2.073
H -0.052 3.265 0.831
H -1.705 4.104 0.824
H -0.121 6.358 0.777
H 2.058 4.384 1.268
H 2.248 6.051 0.686
C -1.464 -4.391 -3.401
C -1.640 -2.898 -3.487
C -0.703 -2.212 -4.485
O -1.531 -1.161 -4.923
C -2.796 -1.535 -4.773
O -3.723 -1.120 -5.387
O -2.953 -2.528 -3.868
H -1.979 -4.810 -2.568
H -0.438 -4.645 -3.105
H -1.660 -4.797 -4.385
H -1.533 -2.458 -2.500
H -0.422 -2.779 -5.353
H 0.156 -1.854 -3.976
C -0.061 -0.141 5.369
C -1.030 0.734 4.717
O -0.229 1.515 3.809
O 0.607 -0.999 4.484
H -0.580 -0.759 6.133
H 0.685 0.453 5.900
H -1.571 1.359 5.427
H -1.773 0.204 4.131
H -0.360 1.110 2.894
H 0.511 -0.693 3.591
C -3.047 2.266 -3.088
C -3.237 3.581 -2.227
O -3.009 3.551 -0.871
O -4.031 1.281 -2.859
H -2.070 1.832 -2.941
H -3.098 2.611 -4.094
H -4.243 3.850 -2.404
H -2.454 4.301 -2.602
H -3.523 2.871 -0.365
H -4.283 0.970 -3.691
C -5.060 -2.653 -0.608
C -4.862 -3.560 0.632
O -3.626 -3.649 1.292
O -4.606 -1.390 -0.310
H -6.085 -2.737 -0.943
H -4.392 -3.039 -1.403
H -5.188 -4.527 0.324
H -5.668 -3.289 1.314
H -3.558 -2.850 1.895
H -4.208 -1.283 0.583
C -0.401 2.241 -5.798
C 0.903 1.606 -6.156
O 1.150 0.447 -5.409
O -1.522 1.398 -6.100
H -0.385 3.203 -6.364
H -0.545 2.644 -4.800
H 1.792 2.326 -6.044
H 0.841 1.263 -7.254
H 1.380 0.736 -4.546
H -1.498 0.624 -5.570
C 2.893 2.442 4.382
C 4.278 2.086 3.778
O 4.209 1.181 2.655
O 2.041 3.064 3.386
H 3.113 3.111 5.162
H 2.392 1.502 4.804
H 4.842 1.554 4.568
H 4.797 2.960 3.435
H 3.780 1.518 1.846
H 1.120 2.782 3.586
C 7.133 0.239 -1.189
C 6.694 1.058 0.032
O 6.307 0.137 1.033
O 6.034 -0.447 -1.769
H 7.909 -0.525 -0.886
H 7.501 0.794 -2.058
H 5.975 1.818 -0.198
H 7.565 1.619 0.335
H 5.604 0.531 1.622
H 6.018 -1.369 -1.540

Properties
Calculated total energy ... -108660.2873 eV
Relative energy (zero: lowest compared OMol25 entry of this formula, charge and spin) ... 0.162 eV
Largest force on an atom ... 3.9 eV Å⁻¹
E_LUMO ... 1.337 eV
Net charge ... -1

Results of the Mulliken charge analysis, in e, for atoms 1 through 99: 1.486 1.008 1.023 -0.753 0.177 0.204 -0.669 -0.694 -0.084 0.294 -0.663 0.000 -0.648 0.510 0.550 0.514 0.719 1.425 -1.317 -0.860 0.797 -0.498 0.791 -1.391 -1.148 -0.383 0.374 -1.493 1.108 -0.497 -0.408 0.452 -0.918 0.358 0.164 0.460 0.437 -0.331 0.455 0.298 -1.749 1.552 3.320 -0.482 0.472 -0.617 -0.491 0.405 0.226 0.378 -0.603 -1.341 -1.158 -0.826 0.350 -0.083 -0.306 0.711 -0.601 -0.392 0.518 -0.131 0.168 0.375 -0.123 0.228 -1.929 2.620 -0.724 -0.314 0.368 -0.605 -0.532 0.443 0.396 0.422 -0.938 0.415 0.274 -0.509 -0.282 -0.506 -0.502 0.428 0.247 0.381 -0.002 -0.171 0.277 0.421 -0.759 -0.328 -0.722 -0.732 0.753 0.308 0.332 0.236 0.229


Below is a molecular structure, C40H64N13O4S2 in a non-equilibrium geometry, with properties calculated with ωB97M-V with the def2-TZVPD basis set.

Atoms and positions in Å:
C 5.524 -1.794 2.106
C 6.233 -1.529 1.021
S 5.709 -1.993 -0.600
O 4.302 -2.311 -0.501
O 6.586 -3.088 -0.948
N 6.088 -0.760 -1.526
S 5.026 0.419 -1.757
O 5.687 1.489 -2.474
O 3.819 -0.055 -2.403
C 4.614 1.098 -0.157
C 4.142 2.559 -0.208
C 2.651 2.709 0.117
C 1.793 2.455 -1.128
C 0.342 2.128 -0.812
C -0.634 3.307 -0.718
C -2.023 2.733 -0.392
C -2.153 2.340 1.101
C -2.096 0.819 1.358
C -1.121 0.424 2.505
C 0.075 -0.439 2.111
C -0.249 -1.910 1.874
N -0.824 -2.095 0.560
C -0.157 -1.878 -0.613
C -1.013 -2.107 -1.657
C -2.264 -2.475 -1.094
C -2.104 -2.469 0.266
H 4.543 -2.237 2.024
H 5.952 -1.586 3.078
H 7.203 -1.050 1.062
H 3.884 0.472 0.352
H 5.530 1.037 0.428
H 4.723 3.157 0.494
H 4.319 2.986 -1.195
H 2.351 1.951 0.845
H 2.438 3.698 0.529
H 2.223 1.570 -1.605
H 1.897 3.263 -1.856
H 0.275 1.597 0.137
H -0.049 1.470 -1.591
H -0.638 3.849 -1.669
H -0.332 3.977 0.091
H -2.103 1.823 -0.990
H -2.819 3.407 -0.705
H -3.104 2.745 1.448
H -1.373 2.857 1.664
H -1.918 0.277 0.431
H -3.090 0.522 1.679
H -0.711 1.344 2.917
H -1.680 -0.056 3.308
H 0.792 -0.403 2.939
H 0.603 -0.053 1.240
H -0.947 -2.255 2.634
H 0.672 -2.488 1.955
H 0.880 -1.581 -0.662
H -0.763 -2.020 -2.698
H -3.160 -2.698 -1.637
H -2.831 -2.701 1.027
C 4.012 -4.869 4.515
C 3.320 -3.644 4.143
N 2.798 -2.671 3.835
H 3.853 -5.077 5.571
H 3.631 -5.699 3.923
H 5.079 -4.756 4.327
C -7.106 -0.116 1.914
C -5.883 -0.192 1.129
N -4.925 -0.252 0.501
H -7.876 -0.727 1.445
H -6.923 -0.487 2.921
H -7.445 0.917 1.969
C -6.077 -1.946 -1.818
C -7.170 -2.404 -0.975
N -8.041 -2.766 -0.320
H -6.408 -1.070 -2.367
H -5.221 -1.677 -1.201
H -5.785 -2.720 -2.520
C 2.528 -3.803 -3.267
C 1.116 -4.151 -3.363
N 0.006 -4.430 -3.439
H 2.880 -3.431 -4.228
H 2.684 -3.037 -2.506
H 3.102 -4.687 -2.996
C 5.644 -1.679 -5.827
C 4.814 -2.689 -6.466
N 4.156 -3.499 -6.942
H 6.087 -2.098 -4.925
H 6.436 -1.359 -6.501
H 5.041 -0.818 -5.541
C -2.793 6.235 -1.569
C -3.961 5.822 -0.806
N -4.855 5.497 -0.168
H -3.035 7.102 -2.181
H -1.985 6.487 -0.885
H -2.468 5.419 -2.212
C -4.664 6.635 3.546
C -3.392 6.161 3.022
N -2.398 5.808 2.575
H -4.717 7.719 3.462
H -5.477 6.192 2.974
H -4.763 6.353 4.593
C 2.104 0.658 5.579
C 0.696 1.030 5.541
N -0.411 1.323 5.511
H 2.406 0.462 6.607
H 2.268 -0.235 4.978
H 2.708 1.470 5.178
C -3.616 -1.543 -5.707
C -3.734 -2.481 -4.600
N -3.826 -3.203 -3.716
H -4.012 -0.574 -5.410
H -2.569 -1.432 -5.982
H -4.174 -1.912 -6.565
C -10.741 -0.068 -1.834
C -9.352 0.120 -2.226
N -8.254 0.269 -2.514
H -11.393 0.496 -2.498
H -10.995 -1.125 -1.890
H -10.884 0.276 -0.812
C 10.188 -2.028 2.254
C 9.273 -2.717 3.153
N 8.526 -3.263 3.828
H 9.663 -1.225 1.740
H 11.019 -1.610 2.818
H 10.570 -2.728 1.513

Properties
Calculated total energy ... -91747.4859 eV
Largest force on an atom ... 1.0 eV Å⁻¹
E_LUMO ... 1.932 eV
Net charge ... -1

Results of the Mulliken charge analysis, in e, for atoms 1 through 99: -0.526 -0.297 1.111 -0.545 -0.758 -0.695 1.419 -0.795 -0.618 -0.737 -1.108 -0.272 -0.284 0.740 -0.860 -0.786 -0.985 0.494 -1.122 1.538 -1.266 0.569 -1.309 -0.574 -0.430 -0.532 0.093 0.239 0.341 0.307 0.498 0.384 0.464 0.016 0.447 0.050 0.322 -1.108 0.322 0.363 0.318 0.463 0.151 0.425 0.468 -0.188 0.198 0.441 0.374 -0.554 -0.630 0.286 0.426 0.972 0.685 0.501 0.284 -0.897 0.437 -0.315 0.311 0.274 0.251 -0.947 0.461 -0.310 0.231 0.302 0.282 0.109 0.341 -0.575 0.290 -0.346 0.240 -0.126 0.301 -0.435 0.038 -0.087 0.324 -0.713 0.367 -0.442 0.228 0.362 0.225 -0.745 0.462 -0.471 0.368 0.256 0.222 -0.859 0.412 -0.387 0.274 0.264 0.305


Below is 11 unconnected molecules or ions with the total composition C40H64O30S in a non-equilibrium geometry, with properties calculated with ωB97M-V with the def2-TZVPD basis set.

Atoms and positions in Å:
O 1.095 -1.536 0.382
C 0.685 -0.218 0.306
C -0.617 0.101 -0.543
O -1.085 1.418 -0.683
H 1.500 0.379 -0.163
H 0.477 0.237 1.299
H -1.446 -0.487 -0.088
H -0.450 -0.320 -1.557
C -2.508 5.236 0.297
C -2.091 4.310 1.424
C -0.610 3.952 1.296
O -0.102 4.249 2.586
C -1.016 4.898 3.343
O -0.788 5.288 4.453
O -2.181 4.960 2.716
H -2.622 4.664 -0.621
H -1.886 6.114 0.130
H -3.477 5.650 0.603
H -2.712 3.426 1.501
H -0.048 4.513 0.546
H -0.588 2.897 0.987
C -2.576 -1.568 -3.913
C -1.669 -0.485 -4.463
C -0.150 -0.742 -4.359
O 0.371 -0.480 -5.646
C -0.663 -0.411 -6.523
O -0.538 -0.265 -7.698
O -1.840 -0.437 -5.892
H -3.568 -1.386 -4.337
H -2.802 -1.439 -2.851
H -2.218 -2.574 -4.112
H -1.913 0.528 -4.134
H -0.028 -1.750 -3.966
H 0.191 -0.002 -3.637
C -3.331 -1.823 1.567
C -3.268 -2.728 0.342
C -1.859 -3.257 -0.008
O -2.007 -4.675 0.019
C -3.258 -5.031 0.407
O -3.609 -6.164 0.507
O -3.987 -3.934 0.586
H -4.175 -2.095 2.208
H -3.411 -0.760 1.360
H -2.500 -2.033 2.244
H -3.701 -2.238 -0.531
H -1.123 -2.926 0.726
H -1.515 -2.966 -0.999
C -0.950 4.496 -2.955
C 0.418 4.016 -2.545
C 0.736 2.586 -2.940
O 1.802 2.669 -3.854
C 2.235 3.933 -3.956
O 3.192 4.260 -4.583
O 1.409 4.787 -3.285
H -1.057 4.549 -4.042
H -1.194 5.515 -2.640
H -1.720 3.845 -2.536
H 0.555 4.057 -1.465
H -0.135 2.150 -3.432
H 0.946 2.046 -2.016
C -4.412 1.176 -2.174
C -4.818 0.975 -0.744
C -4.176 2.003 0.212
O -5.219 2.230 1.160
C -6.382 1.716 0.710
O -7.433 1.812 1.268
O -6.232 1.198 -0.518
H -3.427 1.636 -2.288
H -5.061 1.972 -2.561
H -4.473 0.300 -2.813
H -4.757 -0.062 -0.397
H -3.905 2.897 -0.343
H -3.307 1.467 0.596
C 4.490 -0.158 -0.269
C 3.801 -0.852 -1.437
C 3.347 0.146 -2.525
O 4.076 -0.211 -3.694
C 4.936 -1.215 -3.408
O 5.769 -1.598 -4.167
O 4.781 -1.625 -2.146
H 5.337 0.442 -0.592
H 4.797 -0.895 0.478
H 3.775 0.439 0.302
H 2.942 -1.444 -1.127
H 3.455 1.195 -2.260
H 2.300 -0.068 -2.747
C 3.564 -1.065 3.015
C 3.257 -2.542 2.911
C 3.512 -3.321 1.669
O 4.196 -4.514 2.110
C 4.642 -4.299 3.369
O 5.477 -4.954 3.912
O 4.134 -3.171 3.887
H 4.547 -0.731 2.684
H 3.358 -0.788 4.047
H 2.857 -0.548 2.358
H 2.221 -2.689 3.226
H 4.082 -2.750 0.938
H 2.530 -3.610 1.304
C -1.801 0.864 3.357
C -1.409 -0.342 4.186
C -0.057 -0.970 3.818
O 0.501 -1.246 5.119
C -0.121 -0.538 6.073
O 0.231 -0.484 7.217
O -1.208 0.048 5.568
H -2.729 1.382 3.579
H -1.821 0.480 2.329
H -0.938 1.533 3.327
H -2.230 -1.059 4.278
H 0.517 -0.146 3.397
H -0.163 -1.882 3.243
C 1.232 -5.586 -0.763
C 0.807 -4.889 -2.034
C 1.307 -3.456 -2.258
O 1.805 -3.450 -3.579
C 1.869 -4.703 -4.062
O 2.133 -5.011 -5.180
O 1.503 -5.559 -3.103
H 0.961 -6.643 -0.806
H 0.718 -5.126 0.086
H 2.296 -5.595 -0.522
H -0.270 -5.005 -2.184
H 1.950 -3.170 -1.421
H 0.488 -2.741 -2.167
C 2.216 2.238 3.148
S 3.212 2.025 4.680
O 4.637 2.392 4.411
C 2.413 3.374 5.592
H 1.142 2.216 3.332
H 2.485 1.414 2.495
H 2.384 3.226 2.721
H 1.438 3.064 5.970
H 2.250 4.216 4.920
H 3.054 3.635 6.431

Properties
Calculated total energy ... -114780.7621 eV
Largest force on an atom ... 2.3 eV Å⁻¹
E_LUMO ... 3.374 eV
Net charge ... -2

Results of the Mulliken charge analysis, in e, for atoms 1 through 99: -0.097 2.552 1.449 0.316 -0.713 -1.592 -1.414 -1.522 -1.567 1.430 0.749 -0.360 0.528 -0.598 -0.473 0.035 0.395 0.421 -0.438 0.122 -0.434 -1.372 1.458 1.509 -0.434 0.349 -0.596 -0.478 0.511 -0.110 0.386 -0.125 -0.398 -0.841 -0.856 1.378 1.220 -0.494 0.416 -0.607 -0.503 0.743 -0.310 0.015 -0.174 -0.424 -0.608 -1.329 1.699 0.910 -0.317 0.443 -0.595 -0.453 0.363 0.340 -0.020 -0.467 -0.324 -0.421 -1.348 1.345 0.374 -0.481 0.407 -0.604 -0.499 0.025 0.461 0.219 0.012 0.192 -0.113 -1.666 3.006 0.820 -0.454 0.511 -0.617 -0.534 0.442 0.402 0.150 -1.587 0.185 -0.531 -1.031 0.790 1.165 -0.459 0.483 -0.606 -0.489 0.417 0.469 -0.347 -0.206 0.074 -0.450